1.
110
Properties=species:S:1:pos:R:3:forces:R:3:lowdin_charge:R:1 method="wB97M-V/def2-TZVPD" orbital_gap_ev=7.72 lumo_energy_ev=-2.2 energy_ev=-130621.287
P 3.311 -3.911 10.820 -1.09 6.27 -1.78 0.558
P -1.616 -4.464 -1.433 -0.65 -3.42 5.61 0.561
P 2.579 -1.495 4.394 2.49 -6.56 -0.30 0.587
P -2.049 1.357 -6.371 -7.10 3.49 -2.74 0.638
P 1.911 6.692 -8.763 -3.23 -1.32 5.61 0.561
F -0.599 -0.629 1.652 -0.18 0.20 -0.55 0.085
F -2.405 -1.423 2.657 -0.35 -0.25 -0.76 0.100
F -3.232 0.905 3.388 -0.20 -0.18 0.31 0.146
F -1.412 1.922 2.917 0.68 0.14 -0.23 0.158
O 3.412 6.035 -8.490 -0.29 1.24 -3.09 -0.231
O 4.211 -2.727 10.983 0.19 -1.09 0.30 -0.264
O 0.748 7.235 -9.778 2.81 -0.40 -1.85 -0.263
O 3.999 -0.636 4.405 -2.72 2.09 -0.10 -0.226
O -5.694 3.260 1.611 0.74 -0.07 -0.13 0.185
O -0.814 -5.631 -0.956 0.12 0.61 -0.96 -0.257
O -5.244 1.068 1.400 0.48 0.65 0.30 0.083
O -2.797 -4.017 -0.422 0.18 0.22 0.01 -0.269
O -3.563 2.513 1.348 0.93 1.32 -0.65 0.135
O -3.353 0.742 -6.805 0.93 -0.92 0.37 -0.256
O -1.278 1.224 -7.854 2.48 -1.24 2.41 -0.247
O 3.832 -4.605 9.437 -0.45 -2.52 2.31 -0.262
O -2.392 1.517 -4.761 3.71 -1.25 0.35 -0.296
O -2.704 -5.211 -2.441 1.45 2.65 -1.43 -0.230
O -0.699 -3.173 -1.021 -1.11 0.58 -3.14 -0.259
O 1.751 7.556 -7.554 0.54 0.24 -0.99 -0.258
O -2.014 2.972 -6.523 0.18 0.07 0.39 -0.282
O 2.976 -2.166 2.978 -0.25 -0.05 -0.08 -0.267
O 1.872 -3.560 10.175 0.12 -0.13 -0.15 -0.259
O 1.207 5.244 -8.636 -0.17 0.16 -0.18 -0.262
O 0.983 -1.686 4.053 0.41 3.41 -0.03 -0.287
O 2.785 -2.405 5.562 -0.48 1.15 0.17 -0.247
O 2.650 -4.020 12.341 1.16 -2.93 -1.07 -0.233
N 0.094 2.250 0.377 0.21 -0.47 0.61 0.165
C -0.924 2.146 -0.353 -0.25 0.45 -0.69 -0.386
C 4.184 0.309 5.482 0.29 -0.05 0.26 -0.093
C -3.679 1.984 -4.393 -0.65 -0.03 -0.05 -0.115
C 3.527 -4.452 13.400 0.06 0.24 0.25 -0.105
C -2.077 1.158 -0.167 0.53 1.40 0.05 -0.030
C -2.222 0.951 2.481 -1.03 -0.38 -0.55 -0.404
C 4.172 -2.938 2.878 0.31 0.15 -0.11 -0.099
C 1.324 4.513 -7.416 0.24 -0.31 0.07 -0.093
C 1.178 -2.393 10.608 -0.22 0.00 0.24 -0.107
C -0.998 3.059 -1.564 -0.01 -1.23 -0.43 -0.023
C -2.185 -5.744 -3.676 -0.02 -0.37 -0.06 -0.101
C -4.905 2.386 1.451 -1.02 -0.57 0.57 -0.530
C -3.599 -5.017 0.204 -0.30 -0.13 -0.12 -0.103
C -0.094 -3.220 0.271 0.48 -0.38 0.36 -0.106
C -1.526 -0.406 2.598 0.82 0.17 2.02 -0.304
C -0.520 7.510 -9.191 -0.40 0.28 0.29 -0.109
C -4.118 0.398 0.867 -0.77 -1.49 -0.35 -0.070
C -2.874 1.282 1.132 -1.80 -1.01 -0.44 -0.275
C -2.552 3.583 -7.696 0.27 0.10 -0.34 -0.103
C 0.465 -3.014 4.103 -0.11 -0.48 0.27 -0.089
C -0.880 -0.096 -8.271 -0.17 -0.09 -0.34 -0.104
C 4.541 6.924 -8.604 0.20 0.06 0.30 -0.102
C 4.136 -3.714 8.362 0.32 0.46 -0.35 -0.111
H -4.399 1.169 -4.444 0.00 0.01 -0.16 0.089
H 5.125 -3.282 8.507 -0.06 0.06 0.12 0.087
H 4.984 0.988 5.197 -0.02 -0.06 -0.13 0.088
H -4.485 -5.217 -0.398 0.01 -0.05 -0.02 0.084
H 1.148 -3.726 3.644 0.07 0.08 0.03 0.094
H -4.004 2.810 -5.024 0.06 -0.04 -0.06 0.091
H -0.425 -0.648 -7.451 0.04 -0.06 -0.06 0.080
H 4.467 -0.220 6.391 -0.09 -0.06 -0.02 0.087
H 3.391 -2.927 8.270 -0.03 -0.05 0.05 0.074
H -3.366 2.989 -8.114 0.05 -0.10 0.05 0.090
H 0.587 -2.029 9.769 0.05 -0.09 -0.07 0.086
H -1.280 4.073 -1.308 -0.18 0.08 0.00 0.088
H 1.871 -1.611 10.919 0.06 -0.07 0.02 0.086
H -1.651 2.605 -2.326 -0.01 0.53 0.24 0.049
H 0.264 -3.296 5.134 0.13 -0.02 0.02 0.093
H 4.138 -4.302 7.446 -0.13 -0.16 0.14 0.088
H 3.280 0.887 5.659 0.03 0.06 0.03 0.083
H 5.438 6.317 -8.701 -0.09 -0.10 -0.02 0.085
H 2.911 -4.762 14.241 -0.10 0.01 -0.09 0.085
H -2.782 1.357 -0.967 -0.15 0.01 -0.02 0.108
H 4.009 -3.705 2.122 -0.12 0.05 -0.01 0.088
H -4.088 -0.635 1.202 0.15 0.13 0.58 0.140
H 0.424 3.911 -7.302 -0.03 0.05 -0.09 0.066
H -0.805 6.738 -8.477 0.11 0.00 0.01 0.080
H 0.804 -3.834 0.242 -0.12 -0.16 -0.03 0.093
H -1.771 3.717 -8.444 -0.04 -0.02 -0.05 0.079
H 5.001 -2.306 2.563 0.04 0.00 0.04 0.085
H -3.911 -4.633 1.173 0.06 0.10 -0.03 0.086
H -0.006 3.045 -2.007 0.15 0.38 0.03 0.080
H -1.246 7.530 -10.003 0.17 -0.06 -0.11 0.092
H 2.187 3.848 -7.466 0.04 0.03 0.06 0.086
H -1.500 -5.045 -4.151 0.00 -0.03 -0.07 0.081
H -4.373 0.299 -0.189 0.70 0.22 -0.27 0.140
H -1.008 -0.421 3.558 0.15 0.20 0.07 0.157
H -1.740 0.134 -0.323 0.06 -0.12 0.26 0.141
H -1.747 -0.641 -8.643 -0.05 0.02 0.10 0.086
H -1.674 -6.686 -3.485 0.06 0.05 0.07 0.088
H -3.037 -5.940 0.351 0.06 0.03 -0.08 0.087
H -0.503 8.483 -8.705 0.07 -0.06 0.11 0.088
H 0.034 1.564 1.128 0.31 0.12 0.12 0.034
H 0.185 -2.209 0.530 0.00 0.07 -0.24 0.070
H -0.786 -3.601 1.022 -0.05 -0.05 -0.10 0.083
H 0.506 -2.640 11.430 0.02 0.03 0.04 0.083
H 4.454 7.563 -9.480 0.07 0.02 -0.01 0.082
H -2.936 4.562 -7.411 0.05 -0.03 0.15 0.091
H 1.417 5.176 -6.556 0.03 0.10 -0.09 0.091
H 4.168 -3.627 13.707 0.03 0.01 -0.10 0.087
H -3.618 2.333 -3.362 0.23 0.00 -0.04 0.073
H 4.414 -3.420 3.826 -0.06 0.07 0.05 0.086
H -0.473 -3.011 3.547 0.06 0.18 -0.04 0.076
H -3.025 -5.920 -4.344 -0.07 0.07 0.09 0.086
H -0.151 0.009 -9.070 0.01 0.12 0.04 0.087
H 4.617 7.539 -7.708 -0.10 0.03 -0.02 0.088
H 4.141 -5.294 13.086 0.02 -0.03 0.07 0.082

2.
91
Properties=species:S:1:pos:R:3:forces:R:3:lowdin_charge:R:1 method="wB97M-V/def2-TZVPD" e_above_lowest_kj_mol=71.4 multiplicity=5 s_squared=6.199 orbital_gap_ev="5.18 / 8.04" lumo_energy_ev="-11.3 / -8.5" energy_ev=-84740.659 total_charge=+3
Mn 0.502 0.349 -0.276 -0.36 0.56 -0.28 0.946
S 2.162 -1.862 -0.934 -0.09 0.81 0.52 0.760
N -2.904 -0.824 -2.756 0.00 0.02 -0.10 -0.184
N 1.181 -3.649 -2.627 0.09 -0.22 0.03 0.129
N -1.001 -0.089 -1.608 0.40 0.06 0.18 0.018
N -2.217 0.563 2.185 0.11 -0.02 -0.28 -0.125
N 2.734 0.292 2.481 -0.28 0.02 -0.49 -0.161
N 0.736 2.180 -1.462 0.17 -0.60 -0.07 -0.212
N 2.427 0.810 0.216 -0.21 0.21 -0.36 -0.062
N -2.880 2.721 1.753 0.13 -0.03 -0.07 -0.144
N 2.296 -4.518 -0.826 -0.06 0.18 -0.03 -0.008
N 4.525 0.074 1.056 -0.19 0.04 -0.08 -0.084
N -2.291 -1.953 -0.857 0.24 0.06 -0.14 -0.107
N -0.852 1.881 0.843 0.51 -0.59 -0.32 0.028
C -0.891 0.852 -2.753 0.24 0.18 0.03 -0.190
C -1.147 -0.353 2.497 0.02 0.28 0.08 -0.049
C -3.677 0.387 -2.999 -0.12 0.02 -0.07 -0.028
C 1.785 1.319 2.899 0.06 0.03 -0.12 -0.042
C -3.573 2.846 3.034 -0.15 0.03 0.08 -0.018
C 2.530 -1.051 3.019 0.10 0.01 -0.02 -0.024
C 3.233 0.378 1.191 0.10 -0.17 0.77 -0.394
C -3.595 -2.613 -0.842 -0.26 -0.11 0.02 -0.023
C -0.351 3.194 0.462 0.10 -0.14 -0.02 -0.174
C 3.015 1.440 -0.981 -0.15 0.17 -0.10 -0.208
C 5.430 0.020 2.209 0.17 0.05 0.15 0.000
C 0.434 1.591 -2.783 -0.17 -0.17 -0.12 -0.138
C -3.541 -0.041 2.041 -0.07 -0.07 0.01 -0.008
C 1.862 -3.458 -1.485 -0.48 -0.34 -0.27 -0.781
C -0.186 3.251 -1.054 -0.24 0.04 0.36 -0.127
C 2.142 2.620 -1.351 0.32 -0.09 0.08 -0.129
C 5.197 -0.256 -0.200 0.08 -0.09 -0.18 -0.036
C -1.345 -2.598 0.030 0.04 -0.09 -0.11 -0.046
C -2.023 -0.954 -1.724 -0.33 0.08 0.36 -0.343
C 2.966 -4.506 0.469 0.02 0.01 0.23 -0.053
C -1.952 1.753 1.545 -0.30 -0.13 0.27 -0.367
C -3.347 3.640 0.726 -0.03 0.07 -0.03 -0.026
C -3.214 -1.953 -3.629 -0.08 -0.05 -0.12 -0.024
H -0.505 0.051 3.278 -0.05 -0.09 -0.05 0.091
H 0.821 1.257 2.390 0.15 0.11 0.11 0.024
H -3.529 1.105 -2.194 -0.08 -0.05 0.00 0.090
H -1.694 1.587 -2.709 0.14 -0.06 -0.08 0.084
H 5.762 0.591 -0.592 0.02 -0.01 0.09 0.110
H 5.907 -1.059 -0.003 -0.05 -0.03 0.03 0.110
H 3.072 0.736 -1.817 0.07 0.01 0.03 0.090
H 1.145 -4.568 -3.048 -0.04 0.03 -0.01 0.131
H -1.758 -2.659 1.036 -0.01 0.00 -0.06 0.090
H 1.241 0.905 -3.051 0.05 0.04 0.06 0.125
H -3.020 -1.663 -4.664 0.02 0.00 0.02 0.107
H -1.146 -3.614 -0.318 0.00 -0.04 0.00 0.109
H -3.864 -0.479 2.984 -0.02 0.02 0.01 0.112
H 4.492 -0.605 -0.944 0.02 -0.02 0.02 0.029
H -2.945 3.371 -0.248 0.00 -0.01 0.01 0.077
H 1.663 -1.539 2.553 0.05 -0.03 0.09 0.075
H -4.603 2.485 2.983 0.02 0.00 -0.02 0.097
H -3.604 3.901 3.306 0.03 -0.01 -0.01 0.107
H -3.090 4.677 0.956 0.05 -0.03 -0.02 0.106
H -0.980 4.014 0.794 -0.03 0.02 0.05 0.116
H 0.385 2.368 -3.554 0.07 0.01 0.01 0.155
H -3.892 -2.774 0.195 0.07 -0.01 0.00 0.098
H 1.632 1.225 3.972 0.01 -0.02 0.02 0.108
H -2.583 -2.806 -3.391 0.00 0.02 0.02 0.098
H 2.209 3.365 -0.561 -0.05 0.03 -0.03 0.133
H 5.717 -1.010 2.425 -0.06 -0.01 -0.05 0.105
H 3.568 -3.608 0.563 0.01 0.00 -0.03 0.053
H -1.002 0.314 -3.695 -0.02 0.00 -0.01 0.142
H 2.216 2.302 2.712 0.00 -0.01 0.01 0.105
H -4.436 3.583 0.674 0.01 -0.03 -0.02 0.108
H 2.121 -5.429 -1.228 0.05 -0.02 -0.06 0.163
H -4.352 -2.002 -1.321 0.04 0.02 0.04 0.100
H 2.238 -4.540 1.281 0.01 0.01 -0.03 0.097
H -4.262 -2.251 -3.559 0.02 -0.01 0.04 0.102
H -4.737 0.126 -3.025 0.01 -0.02 0.03 0.110
H -0.511 -0.578 1.619 -0.04 -0.15 0.15 0.029
H -3.558 -3.587 -1.333 0.02 0.03 0.00 0.110
H 3.410 -1.668 2.839 -0.03 -0.01 0.02 0.088
H 2.370 -0.988 4.093 0.02 -0.01 0.01 0.106
H -0.407 -2.066 0.060 0.25 0.03 -0.04 -0.002
H 4.968 0.454 3.086 -0.03 0.04 -0.01 0.101
H 3.614 -5.375 0.545 -0.03 -0.03 -0.09 0.106
H 4.021 1.799 -0.772 -0.05 0.00 -0.03 0.129
H 1.080 -2.872 -3.256 0.00 0.08 0.04 0.102
H 2.489 3.073 -2.284 -0.13 0.06 -0.02 0.153
H -3.428 0.849 -3.957 0.01 0.01 0.04 0.107
H 0.627 3.328 0.935 -0.01 0.06 -0.01 0.111
H -1.152 3.095 -1.529 0.02 0.02 -0.01 0.110
H 6.335 0.577 1.966 -0.03 -0.01 -0.05 0.111
H -3.043 2.303 3.810 0.01 -0.02 -0.03 0.103
H 0.192 4.226 -1.370 0.08 -0.05 -0.07 0.152
H -3.518 -0.825 1.275 0.01 0.07 0.08 0.068
H -4.272 0.701 1.735 0.03 0.00 0.02 0.091
H -1.572 -1.288 2.852 0.02 -0.01 -0.01 0.106